A:
Computed, not measured: the ion C11H12NO with charge +1, with ωB97M-V with the def2-TZVPD basis set.

```
25
C11H12NO ωB97M-V with the def2-TZVPD basis set
O -1.90 0.00 1.95
C -1.05 -0.26 0.94
C 0.28 0.30 0.69
C 0.65 1.62 0.84
C 1.88 2.16 0.70
C 2.87 1.36 0.17
C 2.67 0.02 0.02
C 1.41 -0.51 0.21
C -1.05 -1.78 0.71
C -1.15 -2.32 -0.50
C -1.09 -1.51 -1.72
C -1.48 -0.24 -1.74
N -1.89 0.35 -0.51
H -1.82 0.93 2.29
H -0.06 2.33 1.07
H 2.20 3.25 0.74
H 3.87 1.83 -0.02
H 3.46 -0.63 -0.50
H 1.30 -1.52 -0.04
H -1.13 -2.35 1.61
H -1.11 -3.31 -0.67
H -0.64 -1.78 -2.60
H -1.70 0.39 -2.63
H -1.56 1.32 -0.57
H -2.95 0.37 -0.45
```

As for the net charge: +1. Its SMILES is O[C@@]1(c2ccccc2)C=CC=C[NH2+]1. As for the LUMO energy: -3.74 eV.


B:
Computed, not measured: the ion C11H12NO with charge +1, with ωB97M-V with the def2-TZVPD basis set.

```
25
C11H12NO ωB97M-V with the def2-TZVPD basis set
O 3.39 -2.20 -0.21
C 2.67 -1.26 -0.29
C 1.20 -1.42 -0.07
C 0.40 -0.38 0.01
N -1.08 -0.48 0.04
C -1.69 -1.59 0.62
C -3.08 -1.75 0.53
C -3.76 -0.86 -0.32
C -3.09 0.26 -0.81
C -1.77 0.38 -0.70
C 0.85 1.06 0.07
C 2.33 1.09 0.35
C 3.11 0.10 -0.55
H 0.82 -2.39 -0.11
H -0.99 -2.24 1.14
H -3.62 -2.49 1.08
H -4.91 -0.98 -0.33
H -3.59 1.15 -1.13
H -1.32 1.19 -1.14
H 0.56 1.53 -0.87
H 0.28 1.65 0.71
H 2.79 2.09 0.31
H 2.66 0.64 1.40
H 4.12 0.35 -0.53
H 2.91 0.40 -1.58
```

As for the net charge: +1. Its SMILES is O=C1C=C([n+]2ccccc2)CCC1. As for the LUMO energy: -4.95 eV.


Energetically preferred structure: B | next structure: +24.4 kcal/mol


A:
Computed, not measured: a cluster of 4 separate species, C3H14O4 in total, with ωB97M-V with the def2-TZVPD basis set.

```
21
C3H14O4 ωB97M-V with the def2-TZVPD basis set
C 1.02 -2.98 -0.24
C 0.93 -1.55 0.22
C -0.36 -0.78 -0.14
O -0.66 0.29 0.83
H 0.23 -3.58 0.21
H 1.96 -3.35 0.19
H 1.21 -3.27 -1.28
H 1.12 -1.54 1.30
H 1.70 -0.89 -0.17
H -0.18 -0.25 -1.07
H -1.24 -1.42 -0.03
H 0.19 0.78 0.96
O -0.55 3.06 -0.54
H -1.11 3.57 0.05
H -1.17 2.50 -0.97
O -2.64 1.20 -0.52
H -3.37 1.42 0.06
H -1.95 0.72 0.01
O 1.58 1.63 0.39
H 2.29 2.14 0.78
H 0.99 2.29 -0.03
```

Its SMILES is CCCO.O.O.O. As for the LUMO energy: 0.70 eV.


B:
Computed, not measured: a cluster of 4 separate species, C3H14O4 in total, with ωB97M-V with the def2-TZVPD basis set.

```
21
C3H14O4 ωB97M-V with the def2-TZVPD basis set
C -1.53 -2.54 0.29
C -0.86 -1.67 -0.81
C -0.58 -0.26 -0.31
O 0.37 0.28 -1.23
H -1.35 -2.06 1.26
H -2.64 -2.56 0.12
H -1.07 -3.55 0.32
H -1.39 -1.71 -1.75
H 0.06 -2.09 -1.26
H 0.04 -0.33 0.66
H -1.47 0.38 -0.14
H 0.90 0.97 -0.88
O 0.23 2.53 1.20
H -0.26 2.88 2.00
H -0.28 2.89 0.38
O -0.90 2.89 -1.50
H -1.10 2.18 -2.12
H -0.55 3.62 -2.06
O 3.00 -1.92 2.14
H 2.07 -1.89 2.39
H 3.21 -2.15 1.19
```

Its SMILES is CCCO.O.O.O. As for the LUMO energy: 0.52 eV.


C:
Computed, not measured: a cluster of 4 separate species, C3H14O4 in total, with ωB97M-V with the def2-TZVPD basis set.

```
21
C3H14O4 ωB97M-V with the def2-TZVPD basis set
C 1.67 1.12 0.07
C 1.67 0.86 -1.56
C 1.21 -0.58 -1.87
O 0.91 1.77 -2.34
H 1.69 2.20 0.34
H 0.72 0.74 0.42
H 2.54 0.45 0.29
H 2.72 1.08 -1.80
H 1.64 -1.19 -1.08
H 0.19 -0.37 -1.54
H 1.23 -0.88 -2.92
H 0.53 2.45 -1.79
O 1.55 1.93 4.11
H 2.49 2.07 3.93
H 1.52 0.98 4.26
O -4.15 -3.02 -0.34
H -5.10 -2.82 -0.36
H -3.80 -2.34 0.27
O -2.03 -1.51 0.86
H -2.07 -2.31 0.32
H -1.40 -1.76 1.54
```

Its SMILES is CC(C)O.O.O.O. As for the LUMO energy: 0.44 eV.


Energetically preferred structure: A | next structure: +16.2 kcal/mol


A:
Computed, not measured: a structure of composition C4H13BBeF6NO9S2, with ωB97M-V with the def2-TZVPD basis set.

```
37
C4H13BBeF6NO9S2 ωB97M-V with the def2-TZVPD basis set
Be 1.48 0.44 -0.29
C -3.35 0.43 -2.33
F -4.38 0.61 -3.15
F -2.67 1.57 -2.35
F -3.86 0.22 -1.13
S -2.17 -1.04 -2.94
O -3.16 -1.84 -3.65
O -1.26 -0.34 -3.75
N -1.50 -1.46 -1.40
S -1.98 -2.91 -1.22
O -3.46 -2.98 -1.31
O -1.10 -3.81 -2.04
C -1.49 -3.36 0.64
F -1.10 -2.27 1.34
F -2.46 -4.02 1.26
F -0.49 -4.20 0.54
C -2.15 1.61 4.29
C -1.22 2.63 3.49
O -0.63 3.52 4.14
O -1.01 2.38 2.27
H -2.48 2.18 5.16
H -1.47 0.84 4.68
H -2.90 1.11 3.68
B 2.62 4.06 -0.77
H 2.18 5.03 -0.63
H 3.67 4.23 -0.97
H 2.47 3.47 0.12
H 2.19 3.47 -1.57
O 3.42 -0.09 -3.38
H 3.12 0.31 -4.20
H 4.33 -0.33 -3.55
O 3.29 0.18 2.82
H 3.68 -0.54 3.31
H 3.69 0.97 3.18
O 3.10 -3.11 -0.02
H 3.04 -3.92 -0.53
H 4.01 -3.06 0.26
```

As for the net charge: -1. As for the LUMO energy: -3.56 eV.


B:
Computed, not measured: a structure of composition C4H13BBeF6NO9S2, with ωB97M-V with the def2-TZVPD basis set.

```
37
C4H13BBeF6NO9S2 ωB97M-V with the def2-TZVPD basis set
Be -0.56 -0.50 -0.05
C 3.22 -0.68 -2.54
F 3.68 -1.34 -3.59
F 3.23 -1.63 -1.60
F 3.92 0.43 -2.22
S 1.28 -0.25 -2.84
O 1.03 0.39 -4.12
O 0.58 -1.52 -2.67
N 0.98 0.75 -1.43
S 1.14 2.26 -1.93
O 2.42 2.54 -2.51
O 0.07 2.83 -2.80
C 1.05 3.20 -0.23
F 1.33 4.48 -0.36
F -0.18 3.07 0.28
F 1.99 2.82 0.65
C -3.48 0.88 3.14
C -2.27 0.72 2.21
O -2.30 1.12 1.04
O -1.39 0.00 2.64
H -4.26 1.32 2.52
H -3.15 1.49 3.99
H -3.89 -0.02 3.61
B 0.76 -3.01 1.50
H 0.07 -2.43 2.10
H 0.81 -2.61 0.50
H 1.72 -2.85 1.96
H 0.44 -4.03 1.39
O -2.08 0.10 -1.87
H -3.03 0.16 -1.80
H -1.91 -0.03 -2.80
O 1.27 0.31 1.74
H 2.20 0.54 1.76
H 1.00 0.31 2.66
O -1.88 -2.55 0.54
H -1.34 -3.16 1.04
H -2.48 -3.11 0.04
```

As for the net charge: -1. As for the LUMO energy: 1.61 eV.


Energetically preferred structure: B | next structure: +184.3 kcal/mol


A:
Computed, not measured: a structure of composition BrHNO2S, with ωB97M-V with the def2-TZVPD basis set.

```
6
BrHNO2S ωB97M-V with the def2-TZVPD basis set
N 0.68 -0.77 0.79
O -0.15 1.32 1.55
O -1.18 0.72 -0.77
S 0.29 0.69 0.31
Br 1.22 -1.99 -0.54
H -0.85 0.03 -1.34
```

As for the net charge: -1. As for the LUMO energy: 3.48 eV.


B:
Computed, not measured: a cluster of 2 separate species, BrHNO2S in total, with ωB97M-V with the def2-TZVPD basis set.

```
6
BrHNO2S ωB97M-V with the def2-TZVPD basis set
N -1.40 -0.87 -0.05
O 1.74 0.90 0.90
O 2.03 -0.43 -1.18
S 1.37 0.70 -0.52
Br -2.58 0.43 -0.18
H -1.15 -0.72 1.03
```

As for the net charge: -1. As for the LUMO energy (spin up / spin down): 3.41 / 2.92 eV.


Energetically preferred structure: A | next structure: +20.4 kcal/mol


A:
Computed, not measured: a cluster of 2 separate species, C2H8IN2 in total, with ωB97M-V with the def2-TZVPD basis set.

```
13
C2H8IN2 ωB97M-V with the def2-TZVPD basis set
C -0.87 -1.67 0.01
C 0.04 0.89 0.42
N -1.24 -1.29 -1.19
N 1.42 1.21 0.74
I -0.32 1.51 -1.56
H 0.18 -2.18 0.25
H -1.42 -1.78 0.89
H -0.62 1.28 1.11
H 1.87 0.54 1.34
H -2.14 -0.91 -1.42
H 2.06 1.32 -0.09
H -0.54 -1.07 -1.89
H 1.58 2.15 1.39
```

As for the net charge: +1. As for the LUMO energy: -3.86 eV.


B:
Computed, not measured: the ion C2H8IN2 with charge +1, with ωB97M-V with the def2-TZVPD basis set.

```
13
C2H8IN2 ωB97M-V with the def2-TZVPD basis set
C -0.96 -0.61 -0.90
C -0.23 0.01 0.27
N 1.04 -0.97 0.94
N 0.64 1.21 -0.25
I -1.43 0.75 1.81
H -0.39 -0.80 -1.85
H -1.58 0.12 -1.24
H -1.44 -1.47 -0.47
H 1.15 -0.74 1.93
H 0.80 -1.87 0.66
H 1.03 0.83 -1.15
H -0.01 2.05 -0.21
H 1.36 1.48 0.46
```

As for the net charge: +1. Its SMILES is C[C@@](N)([NH3+])I. As for the LUMO energy: -3.87 eV.


Energetically preferred structure: B | next structure: +45.5 kcal/mol


A:
Computed, not measured: the ion C6H14BrN2 with charge +1, with ωB97M-V with the def2-TZVPD basis set.

```
23
C6H14BrN2 ωB97M-V with the def2-TZVPD basis set
C -1.39 -1.80 -0.99
C -1.19 -0.61 -0.08
N 0.20 -0.16 -0.39
C 0.40 0.91 -1.29
C 0.57 2.18 -0.38
N 1.10 1.72 0.93
C 1.23 -0.60 0.25
C 1.09 -1.50 1.49
Br 3.00 -0.31 -0.32
H -2.43 -2.31 -0.81
H -1.46 -1.62 -2.04
H -0.58 -2.63 -0.67
H -1.97 0.21 -0.27
H -1.28 -0.89 1.02
H -0.50 0.94 -1.84
H 1.17 0.76 -2.00
H 1.22 2.84 -0.78
H -0.38 2.54 -0.20
H 2.06 2.13 1.01
H 0.48 2.06 1.59
H 2.03 -1.96 1.92
H 0.62 -2.52 1.08
H 0.55 -1.21 2.33
```

As for the net charge: +1. Its SMILES is CC/[N+](CCN)=C(\C)Br. As for the LUMO energy: -3.75 eV.


B:
Computed, not measured: the ion C6H14BrN2 with charge +1, with ωB97M-V with the def2-TZVPD basis set.

```
23
C6H14BrN2 ωB97M-V with the def2-TZVPD basis set
C -0.26 -2.81 -0.49
C 0.15 -1.34 -0.79
N -0.12 -0.49 0.37
C 1.06 0.04 1.16
C 1.63 1.31 0.45
N 0.63 2.22 0.13
C -1.08 0.43 0.31
C -1.98 0.81 -0.76
Br -1.71 1.20 1.92
H -0.40 -3.46 -1.42
H 0.71 -3.20 -0.07
H -1.11 -2.90 0.17
H 1.16 -1.41 -1.16
H -0.32 -0.83 -1.69
H 1.82 -0.78 1.21
H 0.72 0.27 2.11
H 2.27 1.66 1.27
H 2.20 1.09 -0.43
H 0.12 2.65 0.93
H 0.92 3.02 -0.40
H -2.49 -0.11 -0.95
H -1.31 1.11 -1.50
H -2.60 1.54 -0.36
```

As for the net charge: +1. Its SMILES is CC/[N+](CCN)=C(\C)Br. As for the LUMO energy: -4.32 eV.


Energetically preferred structure: B | next structure: +4.0 kcal/mol